Below is a structure of composition C35H30N2O8S5TeZr, with properties calculated with ωB97M-V/def2-TZVPD.

Geometry as XYZ:
```
82
Properties=species:S:1:pos:R:3:lowdin_charge:R:1
Zr -0.14914 -0.50806 0.24447 1.189
S -1.45038 -2.47631 -1.68387 0.546
C -3.13616 -2.55472 -1.29128 -0.727
C -3.93786 -3.57229 -1.86194 -0.149
C -5.27242 -3.72512 -1.55336 -0.124
C -5.89941 -2.87231 -0.64240 -0.133
C -5.14415 -1.86856 -0.06396 -0.139
C -3.79843 -1.69341 -0.38640 -0.538
S -2.91067 -0.41202 0.45592 0.942
C -3.14545 1.01744 -0.62236 -0.377
C -2.13395 1.32592 -1.70557 -0.299
C -2.47634 2.37745 -2.56321 -0.031
C -1.63835 2.70099 -3.60547 -0.064
C -0.50813 1.92018 -3.80131 -0.028
C -0.24392 0.88696 -2.92413 -0.345
C 0.87295 -0.07184 -3.16466 -0.375
S 1.85502 -0.22598 -1.64858 0.912
C 2.66029 -1.77877 -2.01777 -0.509
C 3.52625 -1.79864 -3.10462 -0.135
C 4.17779 -2.96479 -3.46615 -0.133
C 3.96372 -4.10595 -2.69019 -0.125
C 3.12869 -4.07265 -1.59612 -0.133
C 2.43289 -2.90366 -1.19849 -0.717
S 1.43077 -2.90511 0.19529 0.555
N -1.00904 0.63558 -1.85317 0.028
H -3.45827 -4.25314 -2.55415 0.083
H -5.83440 -4.52929 -2.01669 0.088
H -6.94205 -3.00092 -0.38030 0.081
H -5.58958 -1.19865 0.66309 0.092
H -3.20006 1.88074 0.04088 0.084
H -4.11758 0.90114 -1.10677 0.089
H -3.39423 2.92282 -2.38455 0.111
H -1.86131 3.52873 -4.26738 0.101
H 0.17103 2.10334 -4.62357 0.108
H 1.49563 0.25856 -3.99437 0.078
H 0.44912 -1.05421 -3.38490 0.072
H 3.69345 -0.88414 -3.66305 0.095
H 4.84674 -2.98169 -4.31759 0.079
H 4.46605 -5.03345 -2.94484 0.087
H 2.97817 -4.96257 -0.99770 0.087
C 3.61128 4.18976 -0.07423 -0.441
Te 1.67433 3.32692 0.24978 1.403
C 0.97133 5.36443 0.02648 -0.462
C 2.18165 6.25313 -0.11177 -0.288
C 2.05193 7.63990 -0.20226 -0.063
C 3.16063 8.45879 -0.33739 -0.119
C 4.42889 7.89149 -0.38560 -0.117
C 4.56648 6.51630 -0.29847 -0.056
C 3.45486 5.68285 -0.16063 -0.278
H 4.04737 3.78624 -0.98733 0.058
H 4.24970 3.88836 0.75317 0.048
H 0.39412 5.64172 0.90905 0.042
H 0.32159 5.46821 -0.84394 0.040
H 1.05940 8.07625 -0.16407 0.105
H 3.03894 9.53362 -0.40425 0.087
H 5.30553 8.52007 -0.48980 0.088
H 5.55308 6.06756 -0.33540 0.108
C 3.05846 0.90930 3.31095 -0.146
S 3.14521 0.28826 1.65176 0.348
O 3.62124 1.39639 0.82110 -0.485
O 4.01934 -0.85830 1.66845 -0.329
O 1.72308 -0.00739 1.38282 -0.565
H 4.06527 1.16704 3.63501 0.055
H 2.62918 0.12873 3.93575 0.061
H 2.40960 1.78360 3.30180 0.048
O -0.33751 -1.16922 4.03228 0.067
C -0.79412 -1.85133 3.13213 -0.575
O -0.72545 -1.66197 1.86870 -0.315
C -1.63878 -3.07526 3.47976 -0.088
C -1.91407 -3.35752 4.81339 -0.005
C -2.70761 -4.43706 5.15405 -0.007
C -3.21680 -5.22667 4.13312 -0.161
C -2.95095 -4.97501 2.79670 0.018
C -2.15291 -3.88897 2.47425 0.023
N -4.06896 -6.36897 4.48727 -0.360
O -4.29108 -6.57848 5.66904 0.040
O -4.50494 -7.06610 3.58985 0.055
H -1.49327 -2.70306 5.56501 0.115
H -2.94093 -4.67515 6.18081 0.108
H -3.36562 -5.61629 2.03355 0.118
H -1.91481 -3.66118 1.44211 0.114
O -0.62197 1.14738 0.77819 -0.713
```

The charge is -2. Its total energy is -4369.4002 a.u. The energy above the lowest of the compared OMol25 structures with the same formula, charge and spin is 23.5 kcal per mole. As for the HOMO energy: -0.0596 Ha. The maximum force comes out at 0.6 eV/A.